Entry 1:
Computed, not measured: a cluster of 10 separate species, C34H96N12O10 in total at a distorted geometry, with wB97M-V/def2-TZVPD.

- LUMO energy (hartree) = 0.000
- M (g mol⁻¹) = 833.22
- HOMO-LUMO gap (eV) = 8.3
- HOMO energy (Ha) = -0.3054
- structure (SMILES) = COC[C@H](C)N.COC[C@H](C)N.COC[C@H](C)N.COC[C@H](C)N.COC[C@H](C)N.COC[C@H](C)N.COC[C@H](C)N.COC[C@H](C)N.NC(N)=O.NC(N)=O
- electronic energy (eV) = -75168.7820
- energy relative to the best compared isomer or geometry (same formula, charge and spin) (kJ/mol) = 66.4

Cartesian coordinates (Å):
1 C 3.5209 -2.5955 1.2075
2 C 5.9324 -1.9009 -0.3019
3 H 1.8757 0.1531 -4.0427
4 H 0.9131 -0.8025 -2.9973
5 H 4.2023 -3.2195 3.1463
6 N -0.8724 -5.7470 4.2831
7 H 0.7286 7.4062 1.1160
8 C -2.1884 -0.6535 -2.8610
9 H -0.0073 -5.2680 4.4313
10 H 1.2438 -1.4571 -4.6607
11 C 1.9894 5.1526 1.5413
12 C 2.1886 2.8428 1.6941
13 O 0.0496 5.8510 -1.4525
14 H -5.6148 3.7628 -0.7943
15 H 5.2613 -1.9519 2.4708
16 H 7.0240 -1.8852 -0.2570
17 H -0.8550 -0.3073 7.3854
18 H -1.0878 -2.4892 6.3868
19 C -0.0704 0.0332 0.8396
20 H 3.1224 -1.8356 -5.8823
21 H 2.0849 -5.4059 -2.7500
22 H -0.4415 2.0339 -2.5717
23 O 2.6840 -1.6107 -3.1732
24 H 0.2097 -5.0841 0.6392
25 C -0.4002 -5.1560 -0.2679
26 O -0.8767 0.9710 0.8968
27 C -6.2129 1.4730 -1.7965
28 H -1.8255 -8.0472 0.2555
29 H 2.2831 -5.6987 -1.0351
30 H -6.9181 0.8649 -2.3613
31 H 5.6479 -1.1907 0.4812
32 H 1.9908 8.5239 0.6649
33 C 3.4308 -3.8090 -5.1917
34 H -2.6119 1.6740 -2.4963
35 H -0.9019 -3.4268 4.1381
36 N 5.1570 -2.1336 -5.9113
37 H -2.3959 -1.9787 -0.8745
38 N -1.7073 -3.7294 3.6246
39 H -0.6975 7.7813 -1.2668
40 H 4.5761 -2.2660 -3.2855
41 H -1.1890 4.3779 -2.3115
42 H -5.3527 0.8067 -1.6499
43 C -3.3609 -1.4857 -1.0080
44 H 5.6026 -1.5692 -1.2871
45 H 2.2199 5.2038 2.6150
46 H 2.5251 1.9811 1.1157
47 C -3.1862 2.7343 6.9396
48 C -0.3937 4.5135 -1.5670
49 H 3.6595 6.4896 1.2225
50 H -0.7919 4.1759 -0.6050
51 H -3.5016 1.5448 -0.7538
52 H 3.7698 -3.7754 -0.7069
53 N 0.0911 -0.9643 1.7537
54 C 1.7792 7.6565 1.2884
55 O -2.1571 1.7747 6.8545
56 O -6.6301 1.9847 -0.5621
57 O 5.6223 -3.2198 0.1043
58 H -1.0220 -6.7316 4.4083
59 H 2.8021 -4.0801 -6.0386
60 C 4.2376 -2.3107 2.5401
61 H 1.5325 -3.1963 -2.0083
62 H -2.4580 -2.0475 5.6601
63 H 1.6337 -0.6516 -0.0929
64 C -4.5625 2.5408 0.6778
65 H 4.3339 -4.5223 0.7826
66 C 4.2348 -3.5667 0.2550
67 H -0.3856 0.5062 -4.8712
68 C -1.9320 -5.0804 3.7548
69 H 1.9206 3.2025 -3.8515
70 H -1.2232 -4.4406 -0.1508
71 H 3.6894 -1.5459 3.0937
72 H -4.6836 1.5873 1.2025
73 H -6.3877 3.5430 0.7347
74 O -3.2006 -0.3606 -1.8884
75 H -3.8720 2.5204 7.7634
76 H -2.7052 3.6913 7.1345
77 N -2.2524 1.7163 -3.4427
78 H -2.9459 0.6443 5.3583
79 H -1.3856 -0.7599 -5.5718
80 H 0.4585 -0.8739 5.4769
81 C -1.4589 -0.4854 6.4946
82 C -4.1663 3.5603 1.7488
83 C -0.4373 -0.2545 5.3730
84 H 5.8582 -2.4585 -5.2391
85 C -1.4178 -7.0935 0.6049
86 H -5.8405 2.2500 -2.4760
87 N 0.8268 -0.0599 -0.1747
88 H -2.5831 2.2642 0.3094
89 H -1.6858 1.0314 -5.8904
90 N -3.4165 2.4265 -0.2514
91 H -3.4458 0.1711 6.9905
92 H 1.2306 -6.6391 -1.9937
93 N 0.8922 -3.3355 -1.2293
94 H -1.8323 6.6299 -1.8937
95 H -3.3764 0.1834 -4.4301
96 H 2.0168 -3.5740 2.2506
97 H -2.4794 -3.1084 3.4730
98 H 1.6463 3.7497 -1.4795
99 H 4.3221 -0.6524 -3.9288
100 H -3.8392 -1.2115 -0.0730
101 C -1.0046 6.7381 -1.1854
102 H -2.3068 -1.6625 -3.2676
103 C -1.4032 0.2582 -5.1777
104 H 0.9131 5.1579 1.3439
105 C 3.8571 -2.3412 -5.2423
106 C 3.8978 -1.6617 -3.9044
107 H -2.2803 -6.5578 1.0136
108 H -1.4227 6.6323 -0.1779
109 H 5.2198 -2.8768 -6.6053
110 H -3.7117 2.8110 5.9826
111 H -4.7981 3.5120 2.6409
112 H 2.6249 2.7627 2.6952
113 H 2.7827 -3.9236 -4.3145
114 N 0.3064 2.1947 -1.8896
115 C 1.6318 -0.8891 -3.8154
116 C -2.5952 0.5198 6.3915
117 H 1.9174 7.9500 2.3301
118 C -2.3787 0.3443 -4.0063
119 N 2.6984 6.2744 -0.5101
120 H 0.2530 -2.5476 -1.2350
121 O 2.6413 4.0050 1.0255
122 H -0.5425 -0.9729 2.5315
123 C -5.8247 3.0033 -0.0328
124 H 1.2927 4.8869 -3.6389
125 H -3.1542 3.4332 2.1440
126 H -0.2507 2.1666 -1.0295
127 H -2.8497 2.3266 -3.9881
128 C 0.7409 3.6012 -2.0710
129 H 0.1889 3.6187 -4.1350
130 H -0.3655 -4.6972 -2.3303
131 O -0.8088 -6.4902 -0.5015
132 O -2.9834 -5.6630 3.5059
133 H -0.1028 0.7853 5.4207
134 H 4.2633 -4.5005 -5.0580
135 H -0.7548 -7.3900 1.4277
136 C 0.3686 -4.7020 -1.5201
137 H 3.5388 -1.6770 0.6047
138 N -1.8986 -1.8920 6.4926
139 H -4.0087 -2.1758 -1.5578
140 H -1.2249 -0.5360 -2.3547
141 H 0.9186 -1.5692 1.7605
142 H 1.0974 2.8048 1.7533
143 H -4.1799 4.6137 1.4526
144 H 1.7563 6.2059 -0.9234
145 H 0.7924 0.6305 -0.9218
146 H 3.0804 5.3655 -0.7491
147 H 1.7426 -3.4424 0.6770
148 H -0.7983 -0.4475 4.3625
149 C 1.5342 -5.6022 -1.8249
150 C 1.0828 3.8193 -3.5386
151 N 2.1281 -2.9217 1.4766
152 C 2.6008 6.4377 0.9500

***

Entry 2:
Computed, not measured: the molecule C5H13N at a distorted geometry, with wB97M-V/def2-TZVPD.

- LUMO energy (hartree) = 0.043
- M (g mol⁻¹) = 87.17
- HOMO-LUMO gap (eV) = 9.9
- HOMO energy (Ha) = -0.3195
- structure (SMILES) = CCCN(C)C
- electronic energy (eV) = -6885.3709
- energy relative to the best compared isomer or geometry (same formula, charge and spin) (kJ/mol) = 79.7

Cartesian coordinates (Å):
1 N 0.7897 0.0120 -0.2834
2 H 0.9728 -0.4519 1.7250
3 C 1.5548 0.6561 -1.3513
4 H -1.1727 -2.1399 -0.0244
5 H 1.0201 0.5207 -2.2916
6 C -0.5071 0.6536 -0.1634
7 H -1.0045 0.6723 -1.1344
8 C -1.9603 -1.3987 0.0699
9 C 1.5272 0.1044 0.9738
10 H 1.7224 1.7380 -1.2806
11 H -2.6287 -2.0083 0.6909
12 H -0.4203 1.6898 0.1961
13 C -1.5134 -0.1092 0.7151
14 H -2.4715 -1.2277 -0.8773
15 H 2.5004 -0.3742 0.8791
16 H -2.3150 0.5798 0.9626
17 H 2.4613 0.0618 -1.4632
18 H 1.6444 1.1411 1.3193
19 H -1.0720 -0.3553 1.6829

***

Entry 3:
Computed, not measured: a structure of composition C3H5O3S2 at a distorted geometry, with wB97M-V/def2-TZVPD.

- LUMO energy (hartree) = 0.125
- M (g mol⁻¹) = 153.20
- total charge = -1
- HOMO-LUMO gap (eV) = 7.4
- HOMO energy (Ha) = -0.1462
- electronic energy (eV) = -31003.0465
- energy relative to the best compared isomer or geometry (same formula, charge and spin) (kJ/mol) = 379.9

Cartesian coordinates (Å):
1 C 0.4950 -1.0687 -0.6744
2 O 0.7891 -0.6855 0.6083
3 C -0.9903 -1.2648 -0.9692
4 O 1.2596 1.0259 2.2876
5 H -1.5369 -1.8867 -0.3212
6 C -1.0943 2.4842 0.8891
7 S 0.7421 1.0457 0.9386
8 H -1.0839 -1.6145 -2.1137
9 H -1.3815 -0.2607 -0.9437
10 O 1.7136 1.5151 -0.1004
11 H 0.9933 -0.2817 -1.2854
12 H 0.9973 -1.9419 -0.7047
13 S -0.9032 2.9335 2.3892

***

Entry 4:
Computed, not measured: a cluster of 4 separate species, H9O4 in total at a distorted geometry, with wB97M-V/def2-TZVPD.

- LUMO energy (hartree) = -0.132
- M (g mol⁻¹) = 73.07
- total charge = +1
- HOMO-LUMO gap (eV) = 10.0
- HOMO energy (Ha) = -0.5009
- electronic energy (eV) = -8327.9807
- energy relative to the best compared isomer or geometry (same formula, charge and spin) (kJ/mol) = 206.9

Cartesian coordinates (Å):
1 H -0.6711 1.9235 -0.8047
2 H -2.0346 3.3629 -1.4840
3 O 1.0118 1.3859 1.5061
4 H -0.2314 -6.1456 0.9560
5 O 0.4214 1.6084 -0.9816
6 H 0.5032 1.1561 2.2005
7 O -1.8477 2.4696 -1.4602
8 H 1.1680 -5.9802 0.7416
9 H 0.8536 1.4139 0.0699
10 H 1.9045 1.1241 1.5819
11 O 0.5153 -5.4005 0.9117
12 H 0.3648 0.7402 -1.4313
13 H -2.6633 1.8973 -1.6381

***

Entry 5:
Computed, not measured: a structure of composition C44H44AlO27 at a distorted geometry, with wB97M-V/def2-TZVPD.

- LUMO energy (hartree) = -0.010
- M (g mol⁻¹) = 1031.79
- total charge = -1
- HOMO-LUMO gap (eV) = 4.3
- HOMO energy (Ha) = -0.1678
- electronic energy (eV) = -108216.3460

Cartesian coordinates (Å):
1 H -2.3053 0.1865 4.0487
2 C -1.6425 4.6533 -6.7052
3 H -2.2624 -3.2922 2.9313
4 H -1.7379 0.2139 -3.7482
5 C -2.7439 0.3484 -4.1208
6 O -2.6271 7.2281 -4.4655
7 H -3.1530 0.1322 1.1205
8 C 8.8669 0.2351 -1.6427
9 H -3.7596 -0.0907 4.9649
10 O 1.2983 -2.1844 11.2287
11 C 1.6571 -1.5446 10.2576
12 H -1.9280 -2.4062 5.0773
13 O -4.7640 -0.1121 -7.0150
14 O -0.5061 6.5185 -5.8580
15 H -2.5739 2.2319 0.6875
16 O 5.9807 1.4236 0.1118
17 O -7.7514 -6.0037 -2.5999
18 O -2.2464 -0.5150 -6.2367
19 O -4.2866 -2.7986 -5.3890
20 H 2.9362 1.9823 8.2260
21 H 1.1943 -3.7398 9.8973
22 C 2.1195 -1.6231 7.8173
23 C -5.1351 1.0931 -3.7063
24 C -1.6840 1.6141 0.8318
25 H 7.9547 -2.2603 -3.2598
26 C -4.5054 0.2044 -5.8635
27 H -6.5004 0.8791 -5.3217
28 H -1.9439 0.9049 6.3609
29 H 8.0527 0.4961 -0.9787
30 O 12.2491 1.5243 -2.4428
31 O 0.9844 -3.0164 2.7529
32 H -2.7480 -0.6602 -7.0614
33 H -1.0059 -0.5766 6.0612
34 O -5.1460 -6.3097 -2.3916
35 H -0.7364 7.2415 -5.2411
36 C 0.0204 -2.3637 0.7832
37 H 6.6435 1.3601 2.6819
38 H 1.8253 0.2545 1.5792
39 C -2.7407 -0.4297 4.8248
40 C 8.8039 -0.8021 -2.4878
41 C -2.7624 6.2224 -5.1359
42 C -0.7316 1.9301 -0.3221
43 O 2.7144 1.7816 9.1575
44 C -2.5436 -2.2444 3.0070
45 C -4.0497 4.3501 -5.9591
46 H -2.1013 -0.2248 -0.2119
47 H -3.6323 -2.3455 4.8447
48 H -4.8939 -2.2066 -5.8794
49 H 11.9444 -0.5705 -4.0399
50 H -3.5233 -4.7533 -3.7707
51 H 2.1826 -2.1231 6.8607
52 H 12.0264 2.1827 -1.7543
53 C 3.7687 0.8324 0.7870
54 H -0.1539 -0.3756 3.0495
55 C -6.5392 -3.3580 -4.8203
56 H -3.4783 -2.1360 2.4651
57 O 3.4725 0.8844 -0.3947
58 C 1.7481 -2.2548 8.9376
59 O 2.7817 0.4451 6.8962
60 O 1.4329 -3.5427 8.9704
61 C 9.9432 -1.1539 -3.4005
62 O -5.1343 3.5957 -6.0634
63 C -1.5887 5.7571 -5.9498
64 H -1.3023 2.2968 -1.1625
65 H -0.5390 -3.2861 0.6130
66 C -3.7282 0.9223 -3.2127
67 O -1.1302 1.9893 2.0939
68 O 10.2127 2.0071 -0.8514
69 O 7.7416 -1.5900 -2.5815
70 C 11.1356 -0.3184 -3.3690
71 C -5.5005 -5.4170 -3.1358
72 O 1.2770 -2.7571 1.3839
73 H 5.4021 1.3554 -0.6753
74 C -7.4575 -4.2164 -4.0867
75 C 5.1916 1.1427 1.1492
76 C -3.1019 0.0087 -5.3653
77 C 11.1964 0.7192 -2.5265
78 H -5.4562 1.7488 -2.0075
79 H 2.9494 0.2254 4.9767
80 O 5.0187 0.8021 4.6622
81 Al -1.1070 -1.1858 2.0325
82 H -4.8983 2.8695 -6.6758
83 O 9.8189 -2.1203 -4.1288
84 C -1.9956 -0.1491 6.1296
85 C -4.5825 -4.5701 -3.8842
86 H -0.8020 4.3075 -7.2897
87 H 0.2627 -1.9169 -0.1713
88 H -7.1450 -6.5952 -2.1107
89 C 2.4492 -0.2087 7.8667
90 O -6.8987 -2.4493 -5.5447
91 C 2.0075 -0.1332 10.3077
92 O 2.4623 0.1718 4.1285
93 H -0.8362 2.9059 1.9870
94 C 10.0659 1.0569 -1.5967
95 H -0.1754 1.0603 -0.6483
96 C -3.9945 5.4513 -5.1993
97 C -5.4918 0.7555 -4.9527
98 C 2.8455 0.4940 1.8517
99 O -2.9938 2.8478 -7.3985
100 C -5.0655 -3.6061 -4.6770
101 H -4.8374 5.8005 -4.6203
102 C -6.9753 -5.1834 -3.2971
103 C 5.6205 1.1358 2.4134
104 C 2.3804 0.4981 9.1883
105 C -2.6921 -1.9198 4.4902
106 H -0.0284 2.6991 -0.0140
107 C -2.8683 3.8714 -6.7530
108 C -2.1147 0.1601 0.8014
109 C 4.6890 0.8140 3.4916
110 O -5.9780 1.6026 -2.8244
111 H -2.5077 -0.6850 6.9209
112 O -3.4803 1.2716 -2.0787
113 H -8.5166 -4.0384 -4.2066
114 C 3.2676 0.4801 3.1272
115 H 1.2184 -2.1800 3.1833
116 H 1.9524 0.3655 11.2646

***

Entry 6:
Computed, not measured: a structure of composition C39H58Br4ClInN6O4P2S2Se at a distorted geometry, with wB97M-V/def2-TZVPD.

- LUMO energy (hartree) = 0.140
- M (g mol⁻¹) = 1349.86
- total charge = -2
- HOMO-LUMO gap (eV) = 5.7
- HOMO energy (Ha) = -0.0710
- electronic energy (eV) = -461983.1225
- energy relative to the best compared isomer or geometry (same formula, charge and spin) (kJ/mol) = 0.0

Cartesian coordinates (Å):
1 C 18.4435 13.6419 13.4477
2 C 14.9011 11.2969 15.5791
3 N 10.6170 8.8320 9.5364
4 H 17.0609 14.6395 7.2665
5 H 12.5231 9.5084 9.6155
6 N 15.7055 12.4320 9.5285
7 H 9.3971 12.1615 14.9376
8 H 18.1517 11.5977 10.2907
9 C 17.0692 10.2714 15.0437
10 H 7.6903 12.2244 16.7238
11 P 15.5667 12.0958 11.1942
12 H 17.3315 14.7052 11.9626
13 C 19.7191 13.6206 12.5515
14 H 10.6485 12.8885 17.6781
15 C 8.4204 11.4198 16.7056
16 H 14.1203 12.0245 6.5536
17 H 6.8723 10.4767 10.6642
18 Br 9.4158 19.0499 14.3079
19 H 17.9229 13.2715 7.9214
20 H 9.3604 8.7636 12.5863
21 C 15.6439 8.3384 9.8748
22 C 16.1238 11.2470 14.8662
23 C 10.3641 15.8737 11.7711
24 C 11.6292 15.5033 13.9038
25 C 9.6994 7.8385 9.7433
26 H 9.2967 6.5354 14.7303
27 H 7.0491 8.0700 14.5425
28 H 14.4610 13.4207 15.4660
29 Cl 18.0874 8.1659 16.3330
30 H 7.0968 7.6482 12.7943
31 H 20.3376 12.7284 10.6925
32 H 14.6307 7.9190 13.1005
33 C 8.9927 8.3402 13.5473
34 N 17.0914 12.5996 11.7549
35 P 10.8672 9.9602 14.6621
36 Br 10.0239 15.3089 9.9956
37 Br 8.6617 18.0242 11.1947
38 C 13.9442 12.4565 15.3600
39 H 18.3583 12.7023 14.0168
40 H 9.9035 6.7677 9.6870
41 H 20.1533 14.6247 12.4762
42 C 10.2817 13.1456 16.6446
43 H 16.2232 11.9494 14.0822
44 C 18.3362 12.0407 11.2699
45 H 15.4999 8.5531 17.5617
46 O 11.7371 13.9721 12.0725
47 N 14.3624 12.7082 11.8855
48 H 16.3143 13.9186 13.2055
49 H 18.0050 10.2876 14.4856
50 H 13.1639 12.4630 16.1323
51 Se 10.7253 11.6688 9.5289
52 H 14.5823 6.7963 10.9722
53 C 16.8271 9.3445 16.0542
54 N 15.6422 10.4144 11.1800
55 N 8.7284 9.7834 10.0722
56 H 10.6957 7.0490 13.7902
57 H 9.5311 13.9143 16.7157
58 H 16.4992 11.6835 6.9393
59 H 16.9099 14.2244 9.8084
60 H 16.1726 12.9923 5.7664
61 H 11.1148 13.5584 16.1018
62 In 13.0149 12.8837 13.3846
63 H 14.6470 8.6389 9.5198
64 H 18.5402 14.4535 14.1394
65 H 13.7381 9.4735 11.5334
66 H 16.2936 6.8078 11.2416
67 H 8.7003 11.0833 17.7221
68 C 7.4682 8.3424 13.5606
69 C 9.8124 17.0361 12.3259
70 H 16.6963 10.1537 9.3817
71 Br 11.1503 16.9708 16.2531
72 H 14.4387 10.1697 12.9404
73 C 14.6848 10.3243 16.5403
74 H 9.3400 6.2420 13.0124
75 C 9.6410 11.9177 15.9834
76 C 15.2992 8.3322 12.3586
77 H 14.1911 13.6115 7.2167
78 C 15.6511 9.3260 16.7708
79 H 7.5893 7.9959 10.3585
80 S 12.3151 8.6979 15.1001
81 H 7.1063 9.3361 13.3200
82 C 16.9203 13.6689 7.7347
83 H 12.3763 7.7305 9.7882
84 H 20.4900 13.0153 13.0463
85 C 10.0209 10.0214 9.6878
86 H 13.7863 10.3401 17.1311
87 C 14.6843 12.6406 7.2555
88 H 8.0299 10.5601 16.1599
89 C 14.7139 9.6750 12.0117
90 C 9.6248 6.9699 13.7749
91 H 13.6392 12.2606 9.1419
92 H 16.0943 7.7874 9.0526
93 C 11.2322 15.0904 12.5035
94 C 12.0062 8.6189 9.2833
95 O 12.5364 14.7526 14.4829
96 H 15.3571 14.4537 9.0165
97 C 16.4300 9.5841 10.2729
98 H 14.6029 10.9187 8.5296
99 C 16.1874 13.7841 9.1101
100 C 8.5393 8.4219 10.1100
101 C 10.9652 16.5944 14.4232
102 H 17.3448 9.2243 10.7559
103 C 17.2275 13.7785 12.5677
104 H 19.0622 13.9182 10.4911
105 H 7.9062 11.6586 9.7436
106 H 18.7242 11.2556 11.9575
107 C 7.8769 10.8478 10.5291
108 H 16.2859 8.5135 12.8454
109 O 10.6056 10.8513 15.9763
110 H 12.2276 8.5244 8.2227
111 S 11.0260 11.1408 13.0667
112 H 8.3029 11.3219 11.4405
113 C 16.1225 12.7247 6.8134
114 C 14.5792 12.0180 8.6694
115 C 15.4675 7.4503 11.1151
116 C 19.4195 13.1026 11.1364
117 C 10.1090 17.4035 13.6343
118 O 9.3916 9.2264 14.5930